No. 1
A 2-piece molecular cluster, C9H14 overall at a distorted geometry. Source: OMol25; level of theory: ωB97M-V with the def2-TZVPD basis set.

Values from the calculation:
Charge: 0
SMILES: Cc1ccccc1.CC
Relative energy (zero: lowest compared OMol25 entry of this formula, charge and spin), kJ/mol: 219.7
E_LUMO, eV: 0.9
Total energy, Eh: -351.24651

Positions of all 23 atoms, in Å:
C: 2.8898 0.2663 0.4307
C: 1.9468 -0.1802 -0.5302
C: 0.6140 0.1853 -0.4123
C: -0.2958 0.1417 -1.4347
C: 0.0112 -0.2804 -2.6584
C: 1.2870 -0.8202 -2.8124
C: 2.2649 -0.6067 -1.8728
H: 3.1970 1.2395 -0.0991
H: 3.7733 -0.2423 0.6831
H: 2.3788 0.8069 1.3832
H: 0.5140 0.6006 0.5880
H: -1.2077 0.7487 -1.3095
H: -0.5770 -0.2350 -3.5985
H: 1.5187 -1.4316 -3.6523
H: 3.2534 -1.0073 -1.9583
C: -2.9740 -0.5342 1.8566
C: -2.4085 0.7614 2.4857
H: -2.4116 -1.4647 2.1078
H: -3.9101 -0.7921 2.2338
H: -3.2115 -0.3881 0.8947
H: -2.8150 1.0049 3.4554
H: -2.5358 1.6454 1.8611
H: -1.3020 0.5824 2.3585

No. 2
C4H4AuO2 as an isolated structure at a distorted geometry. Source: OMol25; level of theory: ωB97M-V with the def2-TZVPD basis set.

Values from the calculation:
Charge: +3
2S+1: 3
Relative energy (zero: lowest compared OMol25 entry of this formula, charge and spin), kJ/mol: 50.5
E_LUMO (alpha / beta), eV: -17.0 / -19.2
Total energy, Eh: -439.26648

Positions of all 11 atoms, in Å:
H: -0.6276 -1.5806 0.9299
O: -2.0686 2.3446 0.5080
C: -1.1604 1.7115 0.1691
C: -0.1321 1.0129 -0.2886
C: 0.1968 -1.2437 0.2814
C: 0.8898 -0.0218 0.6529
H: 0.4007 1.4589 -1.1308
H: 1.8751 -0.0092 0.1725
H: 0.7263 0.1846 1.7179
O: -0.0784 -1.3183 -0.9636
Au: -0.0216 -2.5390 -2.0488

No. 3
C40H51BrN2O2SeSn as an isolated structure. Source: OMol25; level of theory: ωB97M-V with the def2-TZVPD basis set.

Values from the calculation:
Charge: +2
E_LUMO (alpha / beta), eV: -8.2 / -8.2
Total energy, Eh: -7003.97939

Positions of all 98 atoms, in Å:
Sn: -0.3167 -0.1168 -0.5725
C: 1.6594 1.9872 -0.2189
C: 0.9173 2.0241 0.9604
C: 1.2157 0.7200 1.6978
C: 2.1345 0.0516 0.9205
C: 2.4641 0.8245 -0.2504
C: 3.5406 0.5231 -1.2452
C: 2.9702 0.6597 -2.6700
C: 4.1097 -0.8846 -1.0525
C: 4.6601 1.5650 -1.0443
C: 0.7374 0.1417 3.0298
C: 1.6191 -1.0512 3.4306
C: -0.7020 -0.3896 2.8548
C: 0.8031 1.1389 4.1998
C: 0.1405 3.2734 1.3499
C: 1.0024 4.0775 2.3522
C: -0.0638 4.1905 0.1314
C: -1.2416 2.9931 1.9497
H: 1.7076 2.7881 -0.9409
H: 2.6412 -0.8625 1.1873
H: 2.1485 -0.0417 -2.8355
H: 3.7487 0.4388 -3.4008
H: 2.6039 1.6694 -2.8655
H: 3.3347 -1.6525 -1.1487
H: 4.5906 -1.0013 -0.0781
H: 4.8661 -1.0780 -1.8137
H: 4.3065 2.5760 -1.2545
H: 5.4830 1.3414 -1.7249
H: 5.0449 1.5389 -0.0232
H: 1.5135 -1.8953 2.7444
H: 1.3116 -1.3989 4.4165
H: 2.6724 -0.7724 3.4906
H: -0.7308 -1.1592 2.0724
H: -1.4117 0.4013 2.6045
H: -1.0454 -0.8641 3.7769
H: 1.8038 1.5662 4.2905
H: 0.5904 0.6034 5.1258
H: 0.0854 1.9478 4.1289
H: 1.9677 4.3316 1.9086
H: 1.1811 3.5443 3.2817
H: 0.4817 5.0082 2.5895
H: 0.8800 4.5732 -0.2588
H: -0.6548 5.0526 0.4409
H: -0.5959 3.6903 -0.6786
H: -1.2056 2.5029 2.9167
H: -1.8378 2.3796 1.2779
H: -1.7676 3.9406 2.0847
C: -3.5868 -1.8908 -0.5223
O: -2.1561 -2.0585 -0.6202
C: -1.7531 -3.3906 -0.7283
C: -2.6220 -4.4664 -0.7206
C: -2.1027 -5.7559 -0.7644
Br: -3.2932 -7.2083 -0.7360
C: -0.7441 -5.9823 -0.8213
C: 0.1254 -4.8950 -0.8523
C: -0.3921 -3.6145 -0.8023
O: 0.4398 -2.5048 -0.7287
C: 1.5855 -5.1092 -0.8723
N: 2.1996 -6.0175 -0.1924
C: 3.5550 -5.8524 -0.4977
C: 4.6561 -6.5802 -0.0550
C: 5.8955 -6.2276 -0.5475
C: 6.0517 -5.1686 -1.4590
C: 4.9717 -4.4290 -1.8973
C: 3.7290 -4.7968 -1.3916
N: 2.4454 -4.2887 -1.6004
H: -3.9555 -2.3694 0.3831
H: -4.0750 -2.3100 -1.3996
H: -3.7747 -0.8275 -0.4791
H: -3.6916 -4.3361 -0.6676
H: -0.3317 -6.9818 -0.8351
H: 1.3481 -2.8235 -0.5605
H: 4.5333 -7.3936 0.6497
H: 6.7709 -6.7816 -0.2331
H: 7.0411 -4.9299 -1.8276
H: 5.0933 -3.6120 -2.5994
H: 2.1762 -3.7845 -2.4308
C: -6.9519 5.4269 -0.6925
C: -5.8007 4.4906 -0.8644
C: -4.8638 4.6828 -1.8915
C: -3.8003 3.8358 -2.0741
C: -2.8160 4.0896 -3.1819
C: -3.6774 2.7263 -1.1739
Se: -2.2852 1.5741 -1.5037
C: -4.6121 2.5057 -0.1090
C: -4.5542 1.3562 0.8630
C: -5.6464 3.4011 0.0097
H: -6.9125 6.2577 -1.3925
H: -6.9709 5.8216 0.3257
H: -7.8935 4.8912 -0.8384
H: -4.9837 5.5247 -2.5640
H: -3.0848 4.9915 -3.7274
H: -2.7941 3.2580 -3.8887
H: -1.8049 4.2125 -2.7909
H: -3.6419 0.7768 0.7810
H: -5.4006 0.6847 0.6967
H: -4.6344 1.7270 1.8858
H: -6.3733 3.2556 0.8022